1.
{
  "formula": "C58H52AlNO2PSSbTe",
  "method": "ωB97M-V with the def2-TZVPD basis set",
  "species": ["Al", "N", "C", "C", "C", "C", "C", "C", "C", "C", "C", "C", "C", "C", "H", "H", "H", "H", "H", "H", "H", "H", "H", "H", "Te", "C", "C", "C", "C", "C", "C", "C", "O", "C", "C", "C", "H", "H", "H", "H", "H", "H", "H", "H", "H", "H", "H", "H", "S", "Sb", "C", "C", "C", "C", "C", "C", "C", "C", "C", "C", "C", "C", "C", "C", "C", "C", "C", "C", "H", "H", "H", "H", "H", "H", "H", "H", "H", "H", "H", "H", "H", "H", "H", "O", "P", "C", "C", "C", "C", "C", "C", "C", "C", "C", "C", "C", "C", "C", "C", "C", "C", "C", "C", "H", "H", "H", "H", "H", "H", "H", "H", "H", "H", "H", "H", "H", "H", "H"],
  "xyz": [[-0.650, -1.010, 0.738], [-0.835, -2.596, 2.023], [-2.211, -2.913, 2.415], [-2.441, -3.180, 3.754], [-3.692, -3.432, 4.228], [-4.748, -3.477, 3.298], [-4.460, -3.259, 1.955], [-3.207, -2.996, 1.429], [-3.008, -2.797, -0.075], [-3.942, -3.307, -0.994], [-3.765, -3.140, -2.351], [-2.707, -2.371, -2.837], [-1.876, -1.778, -1.925], [-1.965, -1.971, -0.532], [-0.430, -3.322, 1.446], [-0.244, -2.568, 2.829], [-1.557, -3.018, 4.368], [-3.811, -3.566, 5.253], [-5.773, -3.597, 3.595], [-5.252, -3.309, 1.206], [-4.753, -3.950, -0.628], [-4.496, -3.598, -3.050], [-2.531, -2.382, -3.910], [-1.029, -1.205, -2.318], [2.445, -0.969, 2.513], [2.841, 1.129, -4.605], [2.545, 2.348, -3.790], [1.174, 2.835, -3.835], [0.255, 2.761, -2.894], [-1.143, 3.219, -3.182], [0.542, 2.231, -1.550], [-0.200, 1.207, -1.111], [-0.031, 0.504, 0.005], [1.649, 2.898, -0.771], [1.460, 3.244, 0.666], [2.816, 3.222, -1.332], [2.053, 0.401, -4.420], [3.782, 0.686, -4.361], [2.839, 1.351, -5.653], [0.881, 3.186, -4.832], [-1.164, 3.723, -4.164], [-1.458, 3.968, -2.404], [-1.846, 2.416, -3.161], [-0.955, 0.919, -1.862], [0.609, 3.889, 0.848], [2.362, 3.757, 0.997], [1.364, 2.333, 1.241], [3.483, 3.792, -0.698], [1.482, -2.126, 0.533], [2.883, -0.871, -1.026], [4.576, -2.089, -0.574], [5.843, -1.523, -0.595], [6.964, -2.338, -0.504], [6.821, -3.691, -0.282], [5.526, -4.252, -0.247], [4.418, -3.442, -0.369], [3.404, 2.709, -2.598], [4.624, 1.904, -2.367], [5.669, 1.761, -3.212], [5.702, 2.470, -4.460], [4.761, 3.403, -4.741], [3.501, 3.506, -3.952], [2.374, -2.185, -2.726], [1.259, -2.996, -2.595], [0.972, -3.919, -3.618], [1.745, -3.972, -4.798], [2.805, -3.115, -4.907], [3.178, -2.266, -3.870], [5.960, -0.408, -0.707], [7.987, -1.951, -0.613], [7.732, -4.319, -0.181], [5.362, -5.316, -0.030], [3.445, -3.873, -0.422], [4.793, 1.538, -1.375], [6.553, 1.242, -2.926], [6.539, 2.315, -5.136], [4.879, 4.045, -5.584], [3.068, 4.507, -3.881], [0.683, -3.067, -1.659], [0.064, -4.512, -3.463], [1.500, -4.587, -5.637], [3.382, -3.166, -5.810], [4.074, -1.669, -4.059], [-1.747, -0.085, 1.914], [-2.449, 0.903, 2.818], [-4.195, 0.811, 2.382], [-5.140, 1.482, 3.141], [-6.474, 1.383, 2.800], [-6.864, 0.593, 1.722], [-5.895, 0.017, 0.897], [-4.539, 0.118, 1.262], [-1.864, 2.593, 2.466], [-2.444, 3.302, 1.397], [-2.037, 4.611, 1.209], [-1.116, 5.262, 2.048], [-0.529, 4.529, 3.095], [-0.904, 3.207, 3.287], [-2.119, 0.585, 4.502], [-3.006, 0.731, 5.546], [-2.650, 0.361, 6.843], [-1.383, -0.141, 7.093], [-0.492, -0.320, 6.046], [-0.819, 0.080, 4.775], [-4.799, 2.152, 3.908], [-7.224, 1.912, 3.383], [-7.929, 0.565, 1.499], [-6.109, -0.506, -0.026], [-3.820, -0.370, 0.626], [-3.155, 2.855, 0.699], [-2.503, 5.163, 0.388], [-0.888, 6.282, 1.798], [0.212, 4.976, 3.764], [-0.431, 2.686, 4.149], [-4.012, 1.076, 5.367], [-3.388, 0.424, 7.650], [-1.158, -0.422, 8.118], [0.475, -0.750, 6.233], [-0.051, -0.117, 4.026]],
  "lowdin_charge": [-0.225, 0.036, -0.196, -0.036, -0.065, -0.050, -0.050, -0.113, -0.171, -0.057, -0.093, -0.089, -0.118, -0.098, 0.073, 0.049, 0.120, 0.086, 0.099, 0.103, 0.107, 0.112, 0.108, 0.090, 0.272, -0.007, -0.368, -0.023, -0.246, -0.043, -0.134, -0.182, -0.158, -0.195, -0.029, 0.000, 0.086, 0.049, 0.091, 0.132, 0.082, 0.093, 0.059, 0.116, 0.053, 0.082, 0.066, 0.112, 0.011, 1.281, -0.456, -0.137, -0.110, -0.093, -0.076, -0.166, -0.258, -0.080, -0.098, -0.104, -0.035, -0.099, -0.381, -0.175, -0.070, -0.090, -0.108, -0.128, 0.099, 0.107, 0.110, 0.107, 0.064, 0.066, 0.090, 0.099, 0.092, 0.145, 0.042, 0.101, 0.092, 0.098, 0.101, -0.223, 0.915, -0.267, -0.085, -0.070, -0.064, -0.037, -0.059, -0.226, -0.058, -0.085, -0.070, -0.081, -0.069, -0.275, -0.062, -0.065, -0.067, -0.071, -0.088, 0.101, 0.109, 0.108, 0.110, 0.097, 0.120, 0.109, 0.103, 0.115, 0.121, 0.086, 0.113, 0.110, 0.110, 0.024],
  "fmax_ev_per_a": 2.2,
  "homo_energy_ev": -6.7
}

2.
{
  "formula": "C58H53BrGe2N7O6PbS",
  "method": "ωB97M-V with the def2-TZVPD basis set",
  "species": ["Pb", "O", "C", "C", "C", "C", "C", "C", "C", "O", "N", "N", "C", "C", "C", "C", "C", "C", "C", "O", "H", "H", "H", "H", "H", "H", "H", "H", "H", "H", "C", "O", "C", "C", "C", "Br", "C", "C", "C", "O", "C", "N", "C", "C", "C", "C", "C", "C", "N", "H", "H", "H", "H", "H", "H", "H", "H", "H", "H", "H", "C", "Ge", "C", "C", "Ge", "C", "C", "C", "C", "C", "C", "C", "C", "C", "C", "C", "C", "H", "H", "H", "H", "H", "H", "H", "H", "H", "H", "H", "H", "H", "H", "H", "H", "H", "H", "H", "S", "C", "C", "C", "N", "C", "C", "C", "C", "C", "N", "C", "C", "H", "H", "H", "H", "H", "H", "H", "H", "O", "N", "C", "C", "C", "C", "C", "H", "H", "H", "H", "H"],
  "xyz": [[0.406, 0.004, 0.427], [-2.756, -2.194, 3.461], [-1.713, -2.802, 4.074], [-1.914, -3.206, 5.393], [-0.912, -3.855, 6.082], [0.315, -4.121, 5.470], [0.519, -3.720, 4.167], [-0.477, -3.046, 3.449], [-0.196, -2.545, 2.084], [-1.025, -1.686, 1.563], [0.889, -2.965, 1.476], [1.103, -2.271, 0.295], [1.592, -2.917, -0.686], [1.852, -2.392, -2.034], [2.824, -3.065, -2.781], [3.128, -2.716, -4.083], [2.425, -1.675, -4.677], [1.451, -0.997, -3.966], [1.145, -1.340, -2.651], [0.181, -0.672, -1.960], [-2.494, -2.022, 2.541], [-2.875, -2.997, 5.849], [-1.085, -4.169, 7.104], [1.098, -4.634, 6.014], [1.460, -3.915, 3.668], [1.827, -3.970, -0.519], [3.356, -3.886, -2.311], [3.889, -3.257, -4.630], [2.630, -1.388, -5.702], [0.911, -0.178, -4.422], [2.114, -0.577, 3.671], [0.939, 0.101, 3.212], [0.022, 0.451, 4.182], [0.335, 0.462, 5.527], [-0.648, 0.832, 6.435], [-0.213, 0.849, 8.275], [-1.913, 1.187, 6.030], [-2.228, 1.174, 4.669], [-1.254, 0.809, 3.750], [-1.540, 0.756, 2.399], [-3.605, 1.528, 4.276], [-4.579, 1.669, 5.131], [-5.685, 2.013, 4.372], [-6.999, 2.268, 4.767], [-7.918, 2.590, 3.788], [-7.550, 2.672, 2.433], [-6.254, 2.423, 2.023], [-5.337, 2.081, 3.016], [-3.999, 1.761, 2.983], [1.848, -1.413, 4.318], [2.780, 0.105, 4.204], [2.615, -0.965, 2.786], [1.314, 0.183, 5.888], [-2.686, 1.460, 6.737], [-1.651, -0.199, 2.182], [-7.277, 2.214, 5.813], [-8.947, 2.786, 4.063], [-8.300, 2.939, 1.699], [-5.968, 2.511, 0.980], [-3.398, 1.690, 2.182], [-0.497, 3.950, -2.922], [-1.744, 2.713, -2.061], [-2.132, 3.121, -0.190], [-3.421, 2.777, -3.090], [-1.403, 0.292, -2.475], [-2.528, -0.801, -1.327], [-2.381, -2.190, -1.305], [-3.247, -2.976, -0.560], [-4.260, -2.384, 0.185], [-4.407, -1.001, 0.188], [-3.548, -0.214, -0.571], [-1.651, -0.117, -4.352], [-2.202, -1.328, -4.765], [-2.353, -1.598, -6.120], [-1.961, -0.658, -7.065], [-1.422, 0.559, -6.660], [-1.271, 0.828, -5.307], [-1.071, 4.560, -3.623], [0.295, 3.436, -3.470], [-0.048, 4.598, -2.167], [-1.915, 4.177, -0.014], [-1.523, 2.526, 0.491], [-3.194, 2.949, 0.004], [-3.919, 3.736, -2.927], [-4.108, 1.978, -2.800], [-3.211, 2.669, -4.156], [-1.577, -2.658, -1.864], [-3.126, -4.054, -0.553], [-4.934, -2.997, 0.771], [-5.192, -0.543, 0.779], [-3.674, 0.864, -0.568], [-2.520, -2.061, -4.032], [-2.783, -2.539, -6.436], [-2.084, -0.870, -8.120], [-1.132, 1.295, -7.400], [-0.853, 1.782, -4.995], [6.513, 0.329, -3.322], [5.150, 0.303, -2.195], [4.034, 1.059, -2.542], [2.929, 1.058, -1.713], [2.878, 0.370, -0.570], [3.968, -0.321, -0.219], [5.116, -0.381, -0.985], [6.890, -1.400, -3.547], [7.450, -2.211, -2.572], [7.695, -3.541, -2.887], [7.453, -4.074, -4.084], [6.955, -3.271, -5.025], [6.648, -1.935, -4.806], [4.013, 1.602, -3.480], [2.031, 1.605, -1.983], [3.912, -0.875, 0.715], [5.957, -0.958, -0.631], [7.727, -1.830, -1.599], [8.120, -4.207, -2.142], [6.782, -3.720, -5.999], [6.222, -1.326, -5.593], [0.833, 2.852, -0.139], [1.941, 3.356, 0.348], [2.292, 3.098, 1.630], [3.470, 3.581, 2.156], [4.315, 4.353, 1.373], [3.929, 4.631, 0.071], [2.741, 4.128, -0.419], [1.585, 2.499, 2.188], [3.714, 3.353, 3.186], [5.245, 4.738, 1.770], [4.541, 5.242, -0.579], [2.379, 4.309, -1.419]],
  "lowdin_charge": [1.596, 0.068, -0.249, -0.001, -0.063, -0.082, -0.051, -0.088, -0.437, -0.227, 0.078, -0.108, -0.062, -0.140, -0.027, -0.072, -0.050, -0.016, -0.301, -0.392, 0.063, 0.126, 0.110, 0.103, 0.109, 0.140, 0.121, 0.100, 0.114, 0.098, -0.049, -0.200, -0.202, -0.055, -0.667, 0.772, -0.056, -0.050, -0.179, -0.082, -0.251, 0.182, -0.221, -0.011, -0.091, -0.095, -0.033, -0.193, 0.177, 0.092, 0.101, 0.077, 0.103, 0.114, 0.047, 0.114, 0.102, 0.101, 0.100, 0.118, -0.240, 0.743, -0.239, -0.241, 0.920, -0.316, -0.117, -0.062, -0.064, -0.063, -0.110, -0.324, -0.082, -0.064, -0.068, -0.070, -0.146, 0.027, 0.008, 0.008, 0.037, -0.022, 0.010, 0.032, 0.020, 0.016, 0.106, 0.115, 0.116, 0.108, 0.068, 0.096, 0.110, 0.109, 0.109, 0.087, 1.029, -0.490, -0.067, -0.155, -0.012, -0.119, -0.044, -0.511, -0.080, -0.129, 0.073, -0.139, -0.098, 0.114, 0.105, 0.110, 0.100, 0.101, 0.112, 0.113, 0.105, -0.242, -0.204, -0.008, -0.027, -0.049, -0.028, -0.015, 0.123, 0.120, 0.117, 0.120, 0.132],
  "fmax_ev_per_a": 0.5,
  "charge": 1,
  "homo_energy_ev": -9.8
}